#1
The following is a DFT calculation (the ωB97M-V functional and the def2-TZVPD basis) of the ion C4H8N with charge +1.

Structure (ORCA input):
```
! RIJCOSX wB97M-V def2-TZVPD def2/J DEFGRID3
* xyz 1 1
C -0.83 1.72 -0.35
C -0.87 0.48 0.26
N -0.28 -1.05 -0.29
C 1.02 -1.21 -0.69
C -0.61 -0.73 1.03
H -0.65 2.46 0.37
H -1.86 1.84 -0.89
H 0.03 1.67 -1.12
H 1.55 -1.83 0.08
H 1.50 -0.19 -0.97
H 1.12 -1.90 -1.58
H 0.24 -0.78 1.81
H -1.47 -1.22 1.32
*
```

The HOMO energy (spin up / spin down) is -14.767 / -14.767 eV. For the LUMO energy (spin up / spin down), the calculation gives -0.259 / -0.259 Eh. The gap between HOMO and LUMO (spin up / spin down) is 0.2835 / 0.2835 hartree. The SMILES is CC1=[N+](C)C1.

---

#2
The following is a DFT calculation (the ωB97M-V functional and the def2-TZVPD basis) of the ion C4H8N with charge +1.

Structure (ORCA input):
```
! RIJCOSX wB97M-V def2-TZVPD def2/J DEFGRID3
* xyz 1 1
C 0.80 -1.48 1.03
N -0.07 -1.12 0.19
C -0.39 0.25 -0.24
C -1.31 0.31 -1.29
C 0.50 1.29 0.22
H 1.25 -2.46 1.08
H 1.18 -0.62 1.75
H -0.60 -1.77 -0.34
H -2.15 -0.33 -1.33
H -1.29 1.05 -2.08
H 1.63 1.11 0.40
H 0.09 1.61 1.16
H 0.37 2.16 -0.54
*
```

The HOMO energy is -14.383 eV. For the LUMO energy, the calculation gives -0.204 Eh. The gap between HOMO and LUMO is 0.3246 hartree. The SMILES is C=[NH+]C(=C)C.

---

#3
The following is a DFT calculation (the ωB97M-V functional and the def2-TZVPD basis) of the ion C4H8N with charge +1.

Structure (ORCA input):
```
! RIJCOSX wB97M-V def2-TZVPD def2/J DEFGRID3
* xyz 1 1
C 1.39 0.64 0.49
C 0.80 -0.60 -0.05
C -0.62 -0.40 -0.07
N -1.43 0.58 0.00
C -1.99 -0.71 -0.39
H 1.57 0.73 1.58
H 2.46 0.76 0.33
H 0.92 1.57 -0.03
H 1.21 -0.90 -1.06
H 1.11 -1.46 0.53
H -1.84 1.38 0.57
H -2.28 -0.72 -1.35
H -2.51 -1.25 0.42
*
```

The HOMO energy is -16.415 eV. For the LUMO energy, the calculation gives -0.196 Eh. The gap between HOMO and LUMO is 0.4075 hartree. The SMILES is CCC1=[NH+]C1.

---

Which structure loses on stability? #1 does.

---

#1
The following is a DFT calculation (the ωB97M-V functional and the def2-TZVPD basis) of the ion C4H8N with charge +1.

Structure (ORCA input):
```
! RIJCOSX wB97M-V def2-TZVPD def2/J DEFGRID3
* xyz 1 1
C -0.02 1.47 -1.85
C 0.17 0.42 -0.65
C 1.01 0.04 0.33
N 0.58 -0.87 1.41
C -0.82 -1.35 1.10
H -0.41 2.52 -1.39
H -0.88 1.00 -2.32
H 0.91 1.65 -2.48
H -0.71 -2.15 0.24
H 2.09 0.15 0.62
H 0.85 -0.55 2.34
H -1.36 -0.46 0.78
H -1.42 -1.88 1.87
*
```

The HOMO energy is -14.299 eV. For the LUMO energy, the calculation gives -0.293 Eh. The gap between HOMO and LUMO is 0.2324 hartree.

---

#2
The following is a DFT calculation (the ωB97M-V functional and the def2-TZVPD basis) of the ion C4H8N with charge +1.

Structure (ORCA input):
```
! RIJCOSX wB97M-V def2-TZVPD def2/J DEFGRID3
* xyz 1 1
N 0.32 1.07 0.96
C 0.46 0.28 -0.29
C 0.82 -1.36 -0.02
C -0.39 -1.62 -0.48
C -0.85 -0.22 -0.95
H -0.53 1.56 0.67
H 1.17 1.59 1.22
H 0.22 0.56 1.79
H 1.22 0.90 -0.81
H 1.54 -1.76 0.61
H -0.82 -2.66 -0.63
H -0.90 -0.16 -1.99
H -1.95 0.03 -0.49
*
```

The HOMO energy is -14.597 eV. For the LUMO energy, the calculation gives -0.139 Eh. The gap between HOMO and LUMO is 0.3973 hartree. The SMILES is [NH3+][C@H]1C=CC1.

---

Which structure loses on stability? #1 does.

---

#1
The following is a DFT calculation (the ωB97M-V functional and the def2-TZVPD basis) of a cluster of 2 separate species, C3H8OS2 in total.

Structure (ORCA input):
```
! RIJCOSX wB97M-V def2-TZVPD def2/J DEFGRID3
* xyz 0 1
C 1.51 -1.33 0.21
C -1.43 -0.01 -0.50
C -0.48 0.26 0.59
O 2.31 -0.56 -0.49
S -3.09 0.87 -0.36
S 0.55 1.77 0.35
H 0.75 -2.00 -0.22
H 1.79 -1.30 1.24
H -1.72 -1.00 -0.67
H -1.02 0.49 -1.44
H -0.71 0.09 1.63
H 2.15 -0.59 -1.40
H -2.38 1.91 -0.10
H 1.75 1.40 1.15
*
```

The HOMO energy (spin up / spin down) is -7.348 / -7.474 eV. For the LUMO energy (spin up / spin down), the calculation gives 0.004 / 0.020 Eh. The gap between HOMO and LUMO (spin up / spin down) is 0.2737 / 0.2945 hartree.

---

#2
The following is a DFT calculation (the ωB97M-V functional and the def2-TZVPD basis) of an isolated molecule of C3H8OS2.

Structure (ORCA input):
```
! RIJCOSX wB97M-V def2-TZVPD def2/J DEFGRID3
* xyz 0 1
O 0.13 -1.69 -2.23
C 0.85 -0.63 -1.46
C 0.04 -0.57 -0.11
C -0.41 0.82 0.31
S -1.53 0.88 1.75
S -0.75 1.91 3.20
H 0.43 -1.55 -3.16
H 0.88 0.28 -1.92
H 1.84 -1.00 -1.28
H 0.69 -1.04 0.64
H -0.75 -1.30 -0.20
H -1.04 1.12 -0.54
H 0.42 1.47 0.55
H -0.80 1.30 4.45
*
```

The HOMO energy is -8.358 eV. For the LUMO energy, the calculation gives 0.023 Eh. The gap between HOMO and LUMO is 0.3297 hartree. The SMILES is OCCCSS.

---

Which structure loses on stability? #1 does.

---

#1
The following is a DFT calculation (the ωB97M-V functional and the def2-TZVPD basis) of an isolated molecule of C3H8OS2.

Structure (ORCA input):
```
! RIJCOSX wB97M-V def2-TZVPD def2/J DEFGRID3
* xyz 0 1
C -1.58 0.75 0.41
C 0.10 0.08 0.17
S 0.44 -1.08 1.55
S 1.12 1.63 0.24
C 0.19 -0.68 -1.10
O 1.45 -1.26 -1.19
H -1.62 1.47 1.15
H -1.88 1.01 -0.50
H -2.23 0.01 0.68
H 1.49 -1.71 0.94
H 1.16 1.70 1.67
H -0.45 -1.46 -1.04
H -0.10 0.04 -2.05
H 1.93 -0.50 -0.92
*
```

The HOMO energy is -9.153 eV. For the LUMO energy, the calculation gives 0.022 Eh. The gap between HOMO and LUMO is 0.3588 hartree. The SMILES is CC(S)(S)CO.

---

#2
The following is a DFT calculation (the ωB97M-V functional and the def2-TZVPD basis) of a cluster of 2 separate species, C3H8OS2 in total.

Structure (ORCA input):
```
! RIJCOSX wB97M-V def2-TZVPD def2/J DEFGRID3
* xyz 0 1
C 2.39 -0.02 -1.04
C 1.62 0.90 -1.97
S 0.01 1.36 -1.23
C 0.00 0.00 0.00
S 1.21 -1.28 -0.34
H 3.21 -0.59 -1.52
H 2.83 0.57 -0.21
H 1.43 0.35 -2.91
H 2.21 1.81 -2.22
H 0.21 0.53 0.95
H -1.05 -0.34 0.03
O 1.24 0.08 3.57
H 0.38 -0.29 3.29
H 1.13 0.27 4.53
*
```

The HOMO energy is -8.575 eV. For the LUMO energy, the calculation gives 0.022 Eh. The gap between HOMO and LUMO is 0.3375 hartree. The SMILES is C1CSCS1.O.

---

Which structure loses on stability? #1 does.

---

#1
The following is a DFT calculation (the ωB97M-V functional and the def2-TZVPD basis) of a cluster of 2 separate species, C3H8OS2 in total.

Structure (ORCA input):
```
! RIJCOSX wB97M-V def2-TZVPD def2/J DEFGRID3
* xyz 0 1
C -0.54 2.01 -0.51
C -1.26 1.15 0.48
C -0.85 -0.09 0.73
O -1.55 -0.86 1.63
H -0.15 2.91 -0.03
H 0.33 1.49 -0.91
H -1.15 2.34 -1.35
H -2.14 1.56 0.96
H 0.01 -0.51 0.24
H -0.96 -1.50 2.05
S 1.74 -3.17 -1.11
S 2.90 -1.74 -0.15
H 0.53 -2.64 -0.82
H 3.09 -0.94 -1.20
*
```

The HOMO energy is -8.764 eV. For the LUMO energy, the calculation gives 0.007 Eh. The gap between HOMO and LUMO is 0.3290 hartree. The SMILES is C/C=C/O.SS.

---

#2
The following is a DFT calculation (the ωB97M-V functional and the def2-TZVPD basis) of a cluster of 2 separate species, C3H8OS2 in total.

Structure (ORCA input):
```
! RIJCOSX wB97M-V def2-TZVPD def2/J DEFGRID3
* xyz 0 1
C -1.32 1.68 -1.77
C -0.80 0.93 -0.77
O -1.35 -0.35 -0.57
H -0.63 2.12 -2.55
H -2.25 1.83 -2.24
H -0.25 1.10 0.17
H -1.87 -0.06 0.25
C 1.20 -1.61 0.00
S 2.01 -0.73 1.43
S 0.59 0.11 2.66
H 1.93 -2.39 -0.35
H 0.27 -2.07 0.45
H 1.09 -0.77 -0.53
H 1.37 0.23 3.82
*
```

The HOMO energy is -8.146 eV. For the LUMO energy, the calculation gives 0.014 Eh. The gap between HOMO and LUMO is 0.3135 hartree. The SMILES is C=CO.CSS.

---

Which structure loses on stability? #2 does.

---

#1
The following is a DFT calculation (the ωB97M-V functional and the def2-TZVPD basis) of a cluster of 3 separate species, C4H13NO3 in total.

Structure (ORCA input):
```
! RIJCOSX wB97M-V def2-TZVPD def2/J DEFGRID3
* xyz 0 1
C -0.51 -2.15 0.83
N -0.52 -0.88 0.10
C -1.25 0.19 0.80
C -0.39 0.94 1.82
C 0.84 1.60 1.30
O 0.97 1.84 0.12
H -1.01 -2.92 0.23
H -1.00 -2.10 1.78
H 0.50 -2.52 1.04
H 0.40 -0.55 -0.14
H -2.10 -0.24 1.32
H -1.66 0.87 0.06
H -1.10 1.68 2.20
H -0.21 0.37 2.74
H 1.53 2.04 2.04
O 1.04 1.74 -3.02
H 1.90 1.32 -3.00
H 0.52 1.78 -2.21
O 1.02 -1.21 -2.66
H 0.69 -0.66 -3.38
H 0.35 -1.14 -1.96
*
```

The HOMO energy is -9.184 eV. For the LUMO energy, the calculation gives 0.020 Eh. The gap between HOMO and LUMO is 0.3576 hartree. The SMILES is CNCCC=O.O.O.

---

#2
The following is a DFT calculation (the ωB97M-V functional and the def2-TZVPD basis) of a structure of composition C4H13NO3.

Structure (ORCA input):
```
! RIJCOSX wB97M-V def2-TZVPD def2/J DEFGRID3
* xyz 0 1
C -1.56 -0.16 -0.09
C -2.99 0.13 -0.49
N -0.59 0.99 -0.49
O -1.03 -1.23 -0.78
O -1.49 -0.27 1.29
H -0.17 -1.51 -0.27
H -0.55 -0.41 1.55
H -0.81 1.83 0.03
H -0.66 1.18 -1.48
H -3.61 -0.71 -0.19
H -3.35 1.02 0.03
H -3.06 0.26 -1.57
C 1.66 -0.59 0.12
C 2.85 0.33 -0.15
O 1.27 -0.53 1.52
H 2.04 -0.63 2.10
H 1.99 -1.62 -0.08
H 0.63 0.22 -0.37
H 3.68 0.17 0.54
H 3.21 0.18 -1.17
H 2.54 1.37 -0.06
*
```

The HOMO energy is -8.492 eV. For the LUMO energy, the calculation gives 0.031 Eh. The gap between HOMO and LUMO is 0.3434 hartree.

---

Which structure loses on stability? #2 does.